(1)
C19H4Cl6F5LiO2S | ωB97M-V/def2-TZVPD

Last column: natural (NBO) charge in e.
Positions of all 38 atoms, in Å:
Li1 -0.11957 0.95437 -0.86208  0.887
F1 -0.28853 2.11685 5.28484  -0.333
C1 0.07127 1.35808 4.21332  0.221
C2 -0.92502 1.01686 3.39355  0.188
F2 -2.15499 1.48154 3.64127  -0.318
C3 1.51466 1.24931 0.83267  -0.054
F3 -1.37458 0.45099 0.25919  -0.889
C4 2.35110 1.37425 1.81911  -0.521
S1 3.52713 2.14233 0.74933  -0.274
C5 2.43444 1.11022 3.22270  0.378
F4 3.69228 0.90157 3.66679  -0.318
C6 1.50753 1.13474 4.19701  0.205
F5 1.97462 0.97177 5.47203  -0.335
Cl1 1.58321 2.90596 -7.68798  -0.087
C7 1.25461 2.14088 -6.13641  -0.128
C8 1.51589 0.76882 -5.97545  -0.212
C9 1.26856 0.15559 -4.78182  -0.293
C10 0.73629 0.86004 -3.63514  0.431
O1 0.52989 0.26627 -2.55266  -0.727
C11 0.47849 2.26420 -3.85504  -0.262
C12 -0.08276 3.11527 -2.82737  0.407
O2 -0.44307 2.80414 -1.70739  -0.586
C13 0.74993 2.86537 -5.09341  -0.188
H1 1.91938 0.20623 -6.80959  0.204
H2 1.47440 -0.89926 -4.64733  0.209
H3 -0.19282 4.17688 -3.14612  0.081
H4 0.54915 3.92520 -5.21412  0.204
Cl2 -0.96651 -0.45461 2.18619  0.838
C14 -1.37067 -1.75742 2.88512  -0.207
C15 -1.72459 -2.87983 3.48769  -0.245
C16 -2.03467 -4.15902 2.83365  -0.053
Cl3 -1.99352 -4.39103 1.15136  0.052
C17 -2.33878 -5.06476 3.78635  -0.139
Cl4 -2.77520 -6.70803 3.55539  0.008
C18 -2.25169 -4.42453 5.09266  -0.125
Cl5 -2.56245 -5.22388 6.57886  0.007
C19 -1.88673 -3.13932 4.92099  -0.059
Cl6 -1.63526 -1.96294 6.13611  0.034

Atomic forces in eV per Å
0.145 0.175 0.185
-0.015 0.244 0.192
-0.120 0.250 -0.338
0.732 0.135 0.380
0.026 -0.165 -0.147
0.498 0.260 -0.389
-0.410 0.557 -1.180
-0.618 -0.389 0.685
-0.179 0.037 -0.399
0.041 0.247 0.119
0.014 -0.050 -0.011
-0.146 -0.245 0.056
-0.013 -0.189 0.008
-0.004 -0.008 0.019
-0.003 0.024 -0.004
0.000 -0.005 0.009
0.004 0.001 0.010
0.023 0.009 -0.036
-0.066 -0.026 0.015
-0.012 0.002 0.035
0.018 0.015 -0.088
0.044 -0.035 0.031
0.009 0.004 -0.029
-0.003 0.001 0.003
-0.003 0.002 -0.001
-0.013 -0.012 0.004
-0.001 -0.002 -0.003
-0.173 -0.350 0.746
0.448 -0.394 -0.403
-0.179 -0.082 0.474
0.212 0.172 0.278
-0.014 -0.078 -0.131
-0.090 -0.007 0.093
-0.019 -0.036 -0.010
0.031 -0.149 -0.044
0.008 -0.031 0.021
-0.167 0.131 -0.118
-0.005 -0.013 -0.031

As for the orbital gap: 5.418 eV. The charge is -2. As for the energy relative to the best compared isomer or geometry (same formula, charge and spin): 205.0 kcal per mole. As for the lowest unoccupied orbital energy: 3.751 eV.

(2)
C18H46N4O7 | ωB97M-V/def2-TZVPD

Last column: Mulliken spin population.
Positions of all 75 atoms, in Å:
N1 0.16401 0.76759 -0.22418  0.073
H1 -0.37392 1.58507 -0.47411  -0.003
H2 1.12730 1.01497 -0.40013  0.003
H3 -0.15237 -0.03772 -0.74522  -0.006
H4 -0.01839 0.62422 0.75881  -0.012
C1 2.37920 -3.34495 1.45031  0.592
N2 2.55997 -2.60291 2.77079  -6.843
C2 1.44398 -1.60699 2.86685  0.554
C3 2.54647 -3.58457 3.96448  2.728
C4 3.93594 -1.84728 2.78284  1.384
C5 3.96123 -0.53458 1.93731  0.041
O1 3.71969 -0.81134 0.57909  -0.053
H5 2.26793 -2.68190 0.59236  0.185
H6 1.53831 -4.01754 1.61955  0.326
H7 3.24199 -3.98521 1.26658  0.157
H8 0.51541 -2.15723 3.01878  0.595
H9 1.39329 -0.97333 1.98141  0.508
H10 1.66689 -1.06458 3.78565  0.184
H11 3.21376 -4.42639 3.77962  -0.418
H12 1.50248 -3.86166 4.11074  0.379
H13 2.85002 -2.99148 4.82715  0.316
H14 4.73942 -2.55611 2.58264  0.135
H15 4.03649 -1.62143 3.84444  0.222
H16 4.96871 -0.13706 2.06000  -0.043
H17 3.29194 0.22343 2.34420  0.067
H18 3.55068 0.02671 0.14240  0.017
C6 -0.60068 -3.94939 -0.93923  0.027
C7 -0.73727 -2.48622 -0.50431  0.052
O2 -0.98803 -2.17190 0.70188  -0.067
O3 -0.44496 -1.63374 -1.33328  -0.007
H19 -1.32766 -4.32281 -1.66046  -0.005
H20 -0.73029 -4.52676 -0.02384  0.018
H21 0.41427 -4.16359 -1.27401  0.003
C8 1.87128 3.19054 1.17795  0.019
C9 2.97358 2.84467 0.11493  -0.008
O4 2.77784 1.59256 -0.48961  0.001
H22 2.10007 4.08378 1.75923  0.001
H23 1.63982 2.40754 1.90006  0.007
H24 0.93844 3.54771 0.74167  -0.006
H25 3.94230 2.94226 0.60498  -0.001
H26 2.95007 3.68213 -0.58236  -0.001
C10 -3.52558 -0.04049 -2.23090  -0.006
O5 -3.94797 0.99892 -1.70185  0.000
N3 -4.12964 -0.70586 -3.26106  0.001
C11 -5.41944 -0.36564 -3.73110  0.000
C12 -3.43979 -1.85515 -3.87305  0.002
H27 -2.54056 -0.42138 -1.91970  0.002
H28 -5.51425 -0.31472 -4.81578  0.000
H29 -5.78723 0.54405 -3.25644  0.000
H30 -6.08357 -1.17911 -3.43905  0.000
H31 -3.19754 -1.77237 -4.93256  0.000
H32 -2.47190 -2.04122 -3.40758  -0.001
H33 -4.15543 -2.67118 -3.77278  0.000
C13 -1.05472 3.49000 -2.30862  -0.004
O6 -0.66307 3.18345 -1.16837  -0.006
N4 -0.23338 3.65956 -3.35924  0.001
C14 -0.81214 4.15329 -4.62881  0.000
C15 1.20446 3.41874 -3.23238  0.000
H34 -2.11604 3.50751 -2.60104  0.000
H35 -0.40546 3.54834 -5.43921  0.000
H36 -0.46984 5.17295 -4.80552  0.000
H37 -1.90152 4.18551 -4.61142  0.000
H38 1.53123 2.76475 -2.42392  0.001
H39 1.64692 3.02828 -4.14882  0.000
H40 1.74992 4.35141 -3.08851  0.000
C16 -3.08399 0.19937 2.02563  0.028
C17 -1.80037 0.66402 2.75030  -0.231
O7 -0.81235 1.10970 2.15245  -0.044
C18 -1.78881 0.62312 4.25656  0.204
H41 -2.84162 0.15567 0.96382  0.018
H42 -3.85736 0.92635 2.27361  -0.020
H43 -3.29874 -0.82545 2.32848  0.003
H44 -1.02522 1.20630 4.77126  -0.064
H45 -1.95580 -0.36543 4.68434  -0.025
H46 -2.64878 1.23202 4.53547  0.020

Atomic forces in eV per Å
-0.812 0.318 0.051
-0.276 0.394 -0.126
2.031 0.356 -0.177
-0.119 -1.201 -0.452
0.021 -0.162 0.156
0.181 -0.700 0.746
1.262 -0.160 -1.335
0.263 -0.429 1.006
-0.489 1.414 -1.030
-1.351 0.555 0.265
0.387 -1.258 0.061
0.199 -1.188 0.941
-0.205 0.212 0.471
-0.245 0.257 -0.306
0.179 0.150 0.246
0.008 0.030 -0.315
0.116 -0.212 0.121
-0.230 0.406 -0.098
0.005 0.046 -0.079
0.082 -0.366 -0.078
0.134 -0.147 0.198
-0.275 -0.091 -0.516
0.157 0.439 -0.001
0.284 0.058 0.207
-0.247 -0.079 0.008
-0.606 1.550 -0.812
-0.157 -0.496 1.380
0.161 -0.048 2.355
-0.247 -1.191 -0.521
0.150 1.399 -2.822
0.029 0.380 -0.179
-0.127 -0.281 -0.035
-0.040 0.261 -0.316
0.088 0.686 -0.186
-1.336 -1.066 0.587
0.107 0.643 0.375
0.729 0.119 0.296
0.152 -0.261 -0.155
-0.201 -0.654 -0.498
0.479 -0.199 0.277
-0.023 0.314 -0.602
-0.121 1.771 0.149
-0.051 -1.381 -0.690
2.390 0.091 0.129
-1.194 -0.320 0.165
-0.685 0.181 0.392
-0.159 -0.479 -0.204
0.409 0.283 -0.105
0.253 -0.001 -0.104
-0.448 -0.090 0.056
-0.370 0.607 -0.201
-0.287 -0.097 0.502
0.441 -0.568 0.019
0.901 -1.233 1.315
-0.930 0.975 -1.704
-0.571 -0.068 -0.334
1.293 -0.006 0.581
0.666 0.690 -0.395
-0.036 0.311 0.326
-0.374 -0.114 -0.117
0.038 0.168 -0.025
0.142 -0.382 0.113
-0.637 -0.157 0.231
-0.504 -0.264 -0.244
-0.132 0.311 0.208
1.843 0.165 0.183
1.513 0.271 -0.779
-2.016 -0.619 1.503
-0.970 0.885 0.346
-0.300 0.266 0.029
-0.239 -0.282 -0.141
-0.315 0.140 0.252
0.726 -0.605 -0.545
0.177 -0.008 -0.122
-0.669 -0.237 0.107

As for the orbital gap (alpha / beta): 2.045 / 6.978 eV. The charge is -1. As for the spin multiplicity: 2. As for the lowest unoccupied orbital energy (alpha / beta): 2.271 / 2.270 eV.

(3)
C2H5IS | ωB97M-V/def2-TZVPD

Last column: natural (NBO) charge in e.
Positions of all 9 atoms, in Å:
C1 -0.55568 0.23605 1.00624  -0.604
C2 1.02515 0.46987 -1.54793  -0.611
S1 0.89939 0.07772 1.87867  0.129
I1 2.88005 0.57125 -0.66790  0.179
H1 -1.04621 1.18033 1.11319  0.208
H2 -1.08364 -0.63758 0.69227  0.208
H3 0.66026 1.38693 -1.97393  0.185
H4 0.80381 -0.43723 -2.08279  0.182
H5 1.19245 -1.18006 1.53679  0.125

Atomic forces in eV per Å
0.935 -0.095 -0.227
0.086 0.039 0.324
-0.431 0.022 0.618
-0.159 0.024 -0.602
-0.220 0.257 -0.076
-0.223 -0.176 -0.192
-0.016 0.220 0.085
0.028 -0.214 0.076
0.000 -0.077 -0.006

As for the orbital gap (alpha / beta): 8.465 / 7.217 eV. As for the energy relative to the best compared isomer or geometry (same formula, charge and spin): 81.5 kcal per mole. As for the lowest unoccupied orbital energy (alpha / beta): 0.353 / -0.147 eV.

(4)
C6H9N | ωB97M-V/def2-TZVPD

Last column: natural (NBO) charge in e.
Positions of all 16 atoms, in Å:
C1 -2.23893 0.69466 -1.74856  -0.508
C2 -1.44618 0.90748 -0.73734  0.119
C3 -0.83153 1.39431 0.30340  -0.318
C4 0.38282 0.83811 1.02660  -0.236
N1 0.47450 -0.60685 0.85411  -0.396
C5 1.78283 -1.22161 0.99522  -0.261
C6 1.15166 -1.07846 -0.33947  -0.261
H1 -1.91024 0.97615 -2.74164  0.219
H2 -1.49221 2.20203 0.61776  0.246
H3 -3.23415 0.28376 -1.61199  0.223
H4 1.30421 1.33912 0.66159  0.176
H5 0.33449 1.05448 2.10021  0.211
H6 1.79595 -2.18840 1.49604  0.204
H7 2.64656 -0.58773 1.20488  0.187
H8 1.58735 -0.33535 -1.00949  0.189
H9 0.69865 -1.93356 -0.83577  0.206

Atomic forces in eV per Å
0.072 -0.091 -0.054
-0.054 -0.087 -0.171
-0.353 -0.424 -0.128
-0.066 0.067 0.022
-0.144 0.079 0.056
0.186 -0.049 0.138
-0.001 -0.039 -0.277
-0.226 0.159 -0.033
1.028 0.579 0.649
0.262 -0.390 -0.119
-0.283 -0.035 -0.022
-0.149 -0.044 -0.174
-0.027 0.219 -0.088
-0.210 -0.025 -0.017
-0.112 -0.072 0.125
0.077 0.153 0.092

As for the orbital gap: 10.245 eV. As for the energy relative to the best compared isomer or geometry (same formula, charge and spin): 83.4 kcal per mole. As for the lowest unoccupied orbital energy: 1.081 eV.

Number 1: F_max 0.027 hartree/bohr, energy -123619.1522 eV. Number 2: F_max 0.061 hartree/bohr, energy -39702.3214 eV. Number 3: F_max 0.019 hartree/bohr, energy -21087.0959 eV. Number 4: F_max 0.026 hartree/bohr, energy -7854.5451 eV.